Record 1
The following is a quantum chemistry calculation of a structure of composition C28H31N3OSSeTa, from the Open Molecules 2025 dataset.

Properties
E_HOMO: -9.93 eV
LUMO: -0.124 Ha
net charge: +1
energy relative to the best compared isomer or geometry (same formula, charge and spin): 0.0 kcal/mol
E_tot: -113783.76998 eV
Kohn-Sham gap: 6.55 eV

Last column: natural (NBO) charge in e.
Element x y z (Å)
Ta (-0.825, 0.293, -0.048)  1.46
Se (-1.342, 1.089, -2.352)  -0.01
S (-1.405, -1.987, 4.025)  0.47
O (-1.099, 2.800, 1.055)  -0.54
N (1.448, 0.173, -0.138)  -0.51
N (3.979, 0.025, -0.573)  -0.39
N (-0.630, -0.413, 2.138)  -0.57
C (0.284, 0.148, -6.068)  -0.19
C (-1.930, -2.227, 1.267)  -0.14
C (3.259, -0.649, -1.643)  -0.25
C (-2.560, -3.454, 1.446)  -0.17
C (-0.116, -0.154, 5.736)  -0.20
C (-1.922, 1.820, 0.579)  -0.04
C (3.570, 1.422, -0.508)  -0.25
C (-1.940, -1.552, 0.027)  -0.41
C (-3.403, 2.017, 0.591)  -0.71
C (-1.544, 4.160, 1.144)  -0.25
C (0.411, -1.234, -6.071)  -0.21
C (0.483, 1.386, 3.450)  -0.24
C (-0.198, 0.175, 3.324)  0.17
C (2.152, -0.477, 1.011)  -0.25
C (3.658, -0.626, 0.688)  -0.25
C (-0.618, 0.076, -3.835)  -0.10
C (0.017, -1.960, -4.956)  -0.19
C (1.737, -0.646, -1.362)  -0.28
C (-3.269, -3.394, -0.844)  -0.19
C (-3.220, -4.044, 0.381)  -0.18
C (-1.283, -1.527, 2.369)  0.11
C (-0.493, -1.309, -3.842)  -0.30
C (2.034, 1.536, -0.351)  -0.26
C (-0.233, 0.800, -4.959)  -0.27
C (-2.643, -2.165, -1.014)  -0.18
C (0.867, 1.800, 4.708)  -0.20
C (0.579, 1.032, 5.842)  -0.18
C (-0.506, -0.570, 4.466)  -0.23
H (3.631, -1.670, -1.732)  0.22
H (-0.787, -1.891, -2.976)  0.21
H (1.390, 2.739, 4.824)  0.23
H (-3.867, 1.397, -0.177)  0.25
H (1.346, -1.651, -1.181)  0.22
H (0.671, 2.004, 2.582)  0.23
H (0.581, 0.722, -6.935)  0.22
H (3.468, -0.140, -2.585)  0.22
H (-0.338, 1.878, -4.968)  0.22
H (-0.676, 4.734, 1.455)  0.21
H (-3.708, -5.000, 0.511)  0.23
H (-3.807, -3.842, -1.669)  0.23
H (0.101, -3.039, -4.952)  0.22
H (1.996, 0.145, 1.891)  0.22
H (-2.331, 4.258, 1.891)  0.19
H (1.189, -0.210, -2.191)  0.26
H (0.812, -1.742, -6.936)  0.22
H (4.082, 1.889, 0.333)  0.21
H (-2.724, -1.666, -1.972)  0.23
H (4.258, -0.180, 1.481)  0.22
H (1.670, -1.439, 1.186)  0.22
H (-3.820, 1.717, 1.557)  0.24
H (3.894, 1.931, -1.415)  0.22
H (1.556, 1.946, -1.242)  0.24
H (-3.690, 3.052, 0.408)  0.24
H (-2.541, -3.952, 2.408)  0.22
H (-1.893, 4.523, 0.177)  0.19
H (3.937, -1.678, 0.616)  0.22
H (1.752, 2.161, 0.500)  0.22
H (0.900, 1.378, 6.815)  0.23
H (-0.353, -0.742, 6.612)  0.24


Record 2
The following is a quantum chemistry calculation of the ion C3H5N2O2 with charge +1, from the Open Molecules 2025 dataset.

Properties
SMILES: O=C/N=C\[NH+]=C\O
E_HOMO: -14.75 eV
LUMO: -0.198 Ha
net charge: +1
energy relative to the best compared isomer or geometry (same formula, charge and spin): 30.4 kcal/mol
E_tot: -10258.36020 eV
Kohn-Sham gap: 9.37 eV

Last column: natural (NBO) charge in e.
Element x y z (Å)
O (1.492, 0.256, 0.834)  -0.54
O (0.661, -0.519, -2.342)  -0.59
N (-0.755, 0.203, -0.687)  -0.58
N (-0.592, 0.394, 1.757)  -0.44
C (0.138, -0.634, -1.132)  0.62
C (-1.244, 0.291, 0.694)  0.33
C (0.811, 0.621, 1.780)  0.53
H (1.464, -1.201, -2.590)  0.57
H (-1.379, 0.696, -1.333)  0.46
H (-2.368, 0.323, 0.724)  0.22
H (0.541, -1.390, -0.472)  0.23
H (1.230, 0.960, 2.769)  0.20


Record 3
The following is a quantum chemistry calculation of the ion C9H10N3OS with charge +1, from the Open Molecules 2025 dataset.

Properties
SMILES: NOC(=[NH2+])Nc1cccc2sccc12
E_HOMO: -11.64 eV
LUMO: -0.103 Ha
net charge: +1
energy relative to the best compared isomer or geometry (same formula, charge and spin): 50.8 kcal/mol
E_tot: -26839.14544 eV
Kohn-Sham gap: 8.84 eV

Last column: natural (NBO) charge in e.
Element x y z (Å)
S (-3.977, -0.107, -0.334)  0.44
O (1.612, -1.728, -0.181)  -0.32
N (2.489, -1.015, 1.640)  -0.74
N (0.959, 0.375, 0.733)  -0.56
N (0.990, -1.672, -1.492)  -0.53
C (-1.396, 0.236, 0.162)  -0.11
C (-3.089, -1.298, 0.634)  -0.28
C (-0.223, 0.902, 0.033)  0.12
C (-1.832, -0.937, 0.815)  -0.30
C (-2.456, 2.021, -1.143)  -0.20
C (1.671, -0.756, 0.602)  0.83
C (-0.108, 2.102, -0.650)  -0.22
C (-2.527, 0.814, -0.502)  -0.18
C (-1.231, 2.684, -1.209)  -0.19
H (-1.011, 3.732, -1.642)  0.25
H (2.654, -0.267, 2.290)  0.40
H (-3.469, -2.219, 0.831)  0.24
H (0.842, 2.660, -0.590)  0.23
H (0.026, -2.138, -1.526)  0.40
H (1.254, 0.915, 1.491)  0.41
H (-3.387, 2.574, -1.597)  0.25
H (1.692, -2.064, -2.217)  0.41
H (3.069, -1.731, 1.757)  0.42
H (-1.367, -1.326, 1.624)  0.22


Record 4
The following is a quantum chemistry calculation of the molecule C25H50O2, from the Open Molecules 2025 dataset.

Properties
SMILES: CCCCCCCCCCCCCCCCCCCCCCCCC(=O)O
E_HOMO: -10.30 eV
LUMO: 0.028 Ha
energy relative to the best compared isomer or geometry (same formula, charge and spin): 2.3 kcal/mol
E_tot: -30833.35791 eV
Kohn-Sham gap: 11.06 eV

Last column: natural (NBO) charge in e.
Element x y z (Å)
O (-2.341, 7.417, 0.826)  -0.59
O (-3.676, 5.696, 1.296)  -0.69
C (3.610, -3.151, 0.570)  -0.39
C (3.926, -1.899, -0.247)  -0.39
C (-2.232, -1.235, 0.628)  -0.39
C (0.016, -4.435, -1.718)  -0.39
C (-2.814, 2.568, 3.920)  -0.60
C (-2.062, -3.204, -0.983)  -0.39
C (-0.240, 3.287, 0.101)  -0.40
C (-1.363, 5.247, 1.237)  -0.51
C (2.213, 1.579, -0.699)  -0.40
C (2.918, -5.804, -1.125)  -0.40
C (-2.523, 0.667, 2.279)  -0.39
C (-2.950, 0.075, 0.938)  -0.39
C (4.203, -4.965, -1.132)  -0.40
C (1.332, -4.355, -2.491)  -0.39
C (-0.656, -3.072, -1.565)  -0.39
C (-0.134, 2.457, -1.177)  -0.39
C (-1.285, 4.391, -0.034)  -0.38
C (4.521, -4.332, 0.226)  -0.39
C (-3.278, 1.953, 2.606)  -0.39
C (2.909, -0.784, -0.015)  -0.40
C (-2.472, 6.255, 1.100)  0.80
C (-2.724, -1.860, -0.676)  -0.39
C (3.174, 0.412, -0.926)  -0.37
C (2.123, -5.665, -2.425)  -0.39
C (0.760, 1.228, -1.020)  -0.39
H (3.931, -2.145, -1.311)  0.19
H (-2.747, 0.796, 0.143)  0.19
H (0.728, 3.736, 0.328)  0.20
H (3.718, -2.914, 1.632)  0.20
H (-4.378, 6.354, 1.174)  0.50
H (4.196, 0.761, -0.760)  0.20
H (-1.037, 5.031, -0.883)  0.21
H (2.524, 2.409, -1.339)  0.20
H (-4.347, 1.735, 2.667)  0.20
H (1.938, -3.543, -2.088)  0.19
H (-3.344, 3.498, 4.115)  0.21
H (2.815, -5.722, -3.268)  0.20
H (2.284, -5.502, -0.290)  0.19
H (-1.575, 4.608, 2.094)  0.23
H (0.732, 0.658, -1.953)  0.20
H (0.248, 3.084, -1.985)  0.20
H (-2.020, -3.799, -0.067)  0.19
H (3.104, 0.089, -1.968)  0.19
H (1.425, -6.501, -2.519)  0.20
H (4.120, -4.175, -1.879)  0.19
H (0.196, -4.852, -0.725)  0.19
H (-2.701, -0.066, 3.070)  0.19
H (-0.513, 2.635, 0.932)  0.19
H (2.569, -3.433, 0.404)  0.19
H (-0.662, -5.115, -2.239)  0.19
H (5.042, -5.596, -1.433)  0.21
H (1.909, -1.175, -0.210)  0.19
H (-3.000, 1.887, 4.748)  0.20
H (-0.423, 5.775, 1.392)  0.23
H (-1.746, 2.779, 3.891)  0.20
H (-1.135, 2.124, -1.465)  0.20
H (1.111, -4.113, -3.534)  0.20
H (-4.028, -0.102, 0.954)  0.19
H (-0.716, -2.583, -2.540)  0.19
H (-0.044, -2.441, -0.917)  0.19
H (-2.680, -3.751, -1.699)  0.20
H (-2.403, -1.939, 1.447)  0.19
H (-2.543, -1.169, -1.503)  0.19
H (4.926, -1.542, 0.009)  0.20
H (3.173, -6.853, -0.966)  0.21
H (-1.157, -1.053, 0.571)  0.19
H (0.352, 0.594, -0.231)  0.19
H (-3.804, -2.006, -0.600)  0.20
H (2.945, -0.465, 1.029)  0.19
H (2.293, 1.910, 0.338)  0.20
H (-2.264, 3.945, -0.225)  0.21
H (5.557, -3.986, 0.226)  0.20
H (4.430, -5.096, 1.001)  0.20
H (-1.449, 0.870, 2.259)  0.19
H (-3.138, 2.673, 1.797)  0.19


Record 5
The following is a quantum chemistry calculation of a structure of composition C26H29AsMnN3O2S, from the Open Molecules 2025 dataset.

Properties
E_HOMO (spin up / spin down): -3.71 / -3.66 eV
multiplicity: 2
LUMO (spin up / spin down): 0.072 / 0.071 Ha
net charge: -1
energy relative to the best compared isomer or geometry (same formula, charge and spin): 36.3 kcal/mol
E_tot: -138991.37598 eV
Kohn-Sham gap (spin up / spin down): 5.67 / 5.58 eV
<S²>: 1.119

Last column: Mulliken spin population.
Element x y z (Å)
As (-0.057, -2.828, -0.027)  -0.01
Mn (-0.124, 0.363, 0.019)  1.14
S (-0.021, 2.806, 0.096)  -0.03
O (-0.058, 0.669, -4.026)  0.00
O (0.079, 0.466, -1.835)  -0.02
N (1.204, -0.082, 2.579)  -0.03
N (-3.030, 0.296, -0.870)  0.01
N (0.014, 0.063, 2.132)  -0.02
C (1.860, 0.075, 0.270)  -0.02
C (-2.906, 0.029, 5.189)  0.00
C (-1.557, -0.063, 5.507)  0.00
C (2.184, -0.056, 1.642)  0.03
C (-2.304, 0.160, 2.861)  0.00
C (-0.026, 5.479, -2.849)  0.00
C (-0.543, -2.949, -1.939)  0.00
C (-0.017, 2.679, -2.758)  0.01
C (3.519, -0.161, 2.077)  0.00
C (-0.022, 4.817, -1.641)  0.00
C (0.518, -4.724, 0.266)  0.00
C (-1.994, 0.254, -0.329)  -0.01
C (0.657, -2.654, -2.840)  0.00
C (-3.266, 0.144, 3.855)  0.00
C (1.968, -4.979, -0.143)  0.00
C (-0.025, 3.410, -1.551)  0.01
C (-0.591, -0.049, 4.521)  -0.01
C (-0.023, 4.754, -4.037)  0.00
C (4.239, -0.013, -0.206)  0.00
C (2.918, 0.081, -0.631)  -0.03
C (-1.857, -3.053, 0.784)  0.01
C (-0.014, 3.376, -3.971)  0.00
C (-2.758, -4.153, 0.230)  0.00
C (-0.013, 1.168, -2.900)  -0.02
C (-0.944, 0.056, 3.162)  0.01
C (4.538, -0.132, 1.154)  0.00
H (-0.016, 5.373, -0.712)  0.00
H (-0.025, 5.257, -4.997)  0.00
H (-1.257, -0.147, 6.545)  0.00
H (1.117, -1.711, -2.543)  0.00
H (-2.891, -4.044, -0.847)  0.00
H (-3.745, -4.102, 0.696)  0.00
H (2.726, 0.172, -1.696)  0.00
H (-0.031, 6.564, -2.871)  0.00
H (-0.972, -3.928, -2.164)  0.00
H (-0.156, -5.393, -0.272)  0.00
H (-1.308, -2.186, -2.109)  0.00
H (2.287, -5.982, 0.150)  0.00
H (0.350, -2.559, -3.881)  0.00
H (2.633, -4.253, 0.328)  0.00
H (3.718, -0.248, 3.140)  0.00
H (-4.312, 0.223, 3.583)  0.00
H (-2.351, -5.146, 0.425)  0.00
H (-1.696, -3.198, 1.855)  0.00
H (0.456, -0.114, 4.771)  0.00
H (-3.660, 0.021, 5.966)  0.00
H (2.092, -4.891, -1.223)  0.00
H (5.568, -0.198, 1.484)  0.00
H (1.409, -3.443, -2.770)  0.00
H (-3.836, 0.664, -1.326)  0.00
H (-2.348, -2.087, 0.674)  -0.01
H (-0.003, 2.777, -4.872)  0.00
H (-2.600, 0.266, 1.832)  -0.01
H (5.043, 0.018, -0.933)  0.00
H (0.398, -4.914, 1.335)  0.00


Record 6
The following is a quantum chemistry calculation of a cluster of 2 separate species, H7N4OP in total, from the Open Molecules 2025 dataset.

Properties
SMILES: [H]/N=N\[H].NP(N)O
E_HOMO: -8.74 eV
LUMO: 0.033 Ha
energy relative to the best compared isomer or geometry (same formula, charge and spin): 32.9 kcal/mol
E_tot: -17409.52954 eV
Kohn-Sham gap: 9.63 eV

Last column: natural (NBO) charge in e.
Element x y z (Å)
P (-0.200, 0.622, 0.610)  1.33
O (0.336, 0.456, 2.120)  -0.99
N (-1.888, 0.755, 0.957)  -1.18
N (1.808, -3.520, -2.201)  -0.28
N (0.034, 2.325, 0.426)  -1.17
N (1.331, -2.542, -2.716)  -0.28
H (-2.221, -0.116, 1.363)  0.39
H (0.991, -1.763, -2.104)  0.28
H (-2.451, 0.944, 0.137)  0.38
H (0.995, 2.534, 0.179)  0.38
H (-0.041, 1.152, 2.678)  0.49
H (1.872, -3.562, -1.159)  0.28
H (-0.565, 2.715, -0.291)  0.38